(1)
The following is a quantum chemistry calculation of C3H4FNO2 in the gas phase, from OMol25.

Geometry as XYZ:
```
11
Properties=species:S:1:pos:R:3:nbo_charge:R:1
O -0.145 1.679 -0.177 -0.552
N 0.502 1.142 -1.231 -0.191
C 0.016 0.012 -1.547 0.300
O -0.815 -0.772 -0.813 -0.467
C -0.708 -0.894 0.465 0.050
C 0.268 -0.535 1.287 0.140
F 0.362 -0.973 2.550 -0.333
H 0.534 2.411 0.234 0.485
H 0.252 -0.328 -2.621 0.199
H -1.428 -1.769 0.801 0.201
H 1.163 0.027 1.052 0.167
```

Calculated values
SMILES: O/N=C\O/C=C/F
Energy relative to the best compared isomer or geometry (same formula, charge and spin): 418.79 kJ/mol
LUMO level: 0.678 eV
Frontier orbital gap: 9.66 eV
DFT total energy: -421.6636 a.u.
E_HOMO: -0.32993 Ha

---

(2)
The following is a quantum chemistry calculation of C3H4FNOS2 in the gas phase, from OMol25.

Geometry as XYZ:
```
12
Properties=species:S:1:pos:R:3:nbo_charge:R:1
O -0.658 1.264 -2.637 -0.554
N -0.682 1.046 -1.152 -0.057
C 0.127 0.175 -0.593 0.041
C 1.333 -0.256 -1.327 0.002
F 1.306 -1.693 -1.460 -0.371
C -0.136 -0.082 0.790 -0.271
S 0.838 -1.049 1.807 0.023
S -1.513 0.818 1.445 0.116
H -1.469 1.917 -2.653 0.497
H 1.441 0.179 -2.291 0.205
H 2.247 -0.128 -0.783 0.206
H -1.087 0.514 2.782 0.164
```

Calculated values
SMILES: O/N=C(\CF)C(=S)S
Energy relative to the best compared isomer or geometry (same formula, charge and spin): 304.71 kJ/mol
LUMO level: -1.628 eV
Frontier orbital gap: 7.48 eV
DFT total energy: -1142.8299 a.u.
E_HOMO: -0.33479 Ha

---

- Which of these has the highest E_HOMO?
  C3H4FNO2